This record from the Open Molecules 2025 dataset describes a cluster of 3 separate species, C3H10O3S in total in a non-equilibrium geometry. The level of theory is ωB97M-V/def2-TZVPD.

Geometry as XYZ:
```
17
Properties=species:S:1:pos:R:3:forces:R:3:mulliken_spin:R:1
O 2.05705 1.09911 0.53253 -0.38 0.85 0.39 0.2390
C 2.71136 0.03932 0.34617 0.38 -2.42 -1.21 0.5253
C 2.09205 -1.19645 -0.35887 0.28 0.49 0.06 0.0253
C 0.99056 -1.87674 0.47798 0.12 0.17 -0.06 0.2871
S -0.61224 -0.99653 0.32188 -0.27 -0.36 -0.17 0.0459
H 3.62603 -0.31514 0.87155 0.00 0.70 0.34 0.0498
H 2.87563 -1.93407 -0.59324 0.10 0.04 0.45 0.0400
H 1.66916 -0.98180 -1.35409 -0.22 0.30 0.14 -0.0236
H 0.84338 -2.92345 0.19473 -0.12 0.05 -0.04 -0.1018
H 1.23476 -1.83906 1.53803 0.22 -0.05 -0.02 -0.0766
H -1.28248 -2.08094 -0.11341 -0.10 0.22 0.07 -0.0127
H -2.08868 2.98156 4.30385 -0.90 0.33 0.26 -0.0015
H -1.14380 3.94632 3.50593 -0.31 0.40 -0.07 -0.0014
O -1.25627 3.07550 3.87254 1.19 -0.73 -0.16 0.0045
H -4.33169 0.56088 -4.57447 -0.51 0.17 0.71 0.0001
H -3.07188 -0.16013 -5.00795 -0.46 0.48 -0.26 -0.0004
O -3.78159 0.42776 -5.33245 0.99 -0.65 -0.44 0.0009
```
Positions in Å, forces in eV/Å.

The spin multiplicity is 2. The value obtained for the HOMO energy (alpha / beta) is 0.41 / -3.14 eV. As for the charge: -1. Its energy above the lowest of the compared OMol25 structures with the same formula, charge and spin is 34.4 kcal per mole. The HOMO-LUMO gap (alpha / beta) is 2.4 / 5.9 eV.